No. 1
Density functional theory data (ωB97M-V with the def2-TZVPD basis set) for 16 unconnected molecules or ions with the total composition CH31O18 in a non-equilibrium geometry.

The geometry in XYZ format:
```
50
Properties=species:S:1:pos:R:3:forces:R:3
H 3.436 -0.230 1.775 0.5 -0.3 -2.4
H 0.364 -1.076 2.429 -0.2 1.2 0.0
H 0.862 -3.473 0.614 -1.8 -0.9 -0.9
H 1.460 -2.594 1.564 -0.6 1.8 2.5
O -0.672 -0.453 -3.722 -1.0 0.7 0.0
O -2.786 -1.363 1.559 0.5 -0.2 -0.1
H -1.693 0.612 -0.339 -0.5 0.0 0.2
O -0.172 3.330 -1.833 1.6 0.8 0.3
H -1.074 3.155 -2.000 -1.7 -0.3 -0.2
O 1.501 0.981 -2.071 0.0 2.3 -1.3
H -4.088 -0.849 -0.720 1.2 0.5 -0.1
O -2.905 2.861 -1.866 -0.2 0.1 -1.1
O 1.919 2.312 0.820 2.1 1.5 -0.6
O 3.532 -1.087 -0.062 0.2 -0.4 0.7
O 0.794 1.394 3.649 0.1 0.9 1.7
H 1.602 1.005 3.348 0.9 -0.3 -0.4
H -1.922 -0.890 1.716 -0.6 -0.4 -0.1
H -1.194 -1.652 -2.483 0.3 -0.2 -0.1
O -3.325 -0.290 -1.013 -1.5 -0.4 0.9
H -2.002 -1.528 -1.300 -1.1 0.9 1.3
H 1.586 -1.476 3.321 0.0 0.6 -0.1
O 1.081 -0.282 0.412 -0.7 -0.4 0.0
C -0.116 -0.004 0.600 -0.1 1.6 0.0
O 1.697 -3.183 0.893 2.4 -1.3 -1.7
O -0.666 0.102 1.742 -0.2 -0.2 -1.6
H -2.992 1.492 1.200 0.2 -0.3 0.2
H 2.126 -2.308 -2.062 1.3 -0.8 -0.3
O 3.215 -0.045 2.657 0.1 -0.1 2.8
H -0.269 -1.136 -4.228 0.5 -0.9 -0.7
H -3.600 0.027 -1.863 -0.2 0.2 -0.9
H 3.889 -0.527 3.168 -0.3 0.4 -0.2
H -3.094 2.611 -0.969 -0.1 0.1 1.4
H 0.051 -0.072 -3.225 0.5 0.5 0.5
H -3.413 -0.730 1.888 -0.6 0.3 0.4
H -2.956 2.015 -2.307 0.1 -0.2 -0.6
H 2.743 2.229 0.276 -1.0 0.4 0.6
H 3.592 -1.965 0.338 0.3 -0.2 -0.3
O -0.779 0.407 -0.536 0.8 -0.6 1.0
O -2.939 2.368 0.822 -0.1 0.3 -0.1
O 1.367 -1.774 -1.945 -0.5 0.4 -2.9
O 0.730 -1.747 2.990 0.3 -2.1 0.9
O -1.525 -2.188 -1.750 0.8 -1.5 -0.9
H 2.603 -0.908 0.175 0.0 0.4 -0.4
H 0.288 2.496 -1.918 0.3 -0.1 -0.2
H 1.798 0.113 -2.142 1.5 -2.7 -0.9
H 1.567 1.455 0.702 -0.6 -1.5 0.1
H 1.258 -1.786 -1.033 -0.7 0.1 2.8
H -2.055 2.697 1.023 0.1 -0.1 0.1
H 1.018 0.804 -1.293 -1.2 0.4 1.8
H 0.160 1.152 2.998 -0.8 -0.4 -0.8
```
Positions in Å, forces in eV/Å.

## Properties
calculated total energy: -1411.15975 Ha
Kohn-Sham gap: 9.59 eV
charge: -1
E_LUMO: 0.0838 Ha
HOMO energy: -7.31 eV
2S+1: 1

Atomic partial charges in e from the Mulliken method, atoms 1 to 4: H 0.290; H 0.149; H 0.335; H 0.322

=====

No. 2
Density functional theory data (ωB97M-V with the def2-TZVPD basis set) for 15 unconnected molecules or ions with the total composition CH32O14 in a non-equilibrium geometry.

The geometry in XYZ format:
```
47
Properties=species:S:1:pos:R:3:forces:R:3
H -2.159 -3.557 -0.583 0.8 0.8 -0.7
H 1.195 0.388 3.246 0.3 0.2 0.1
O -2.992 -3.369 -1.013 -2.1 -0.8 0.8
H -2.830 -1.188 0.707 0.1 0.0 -0.2
O 1.751 2.273 0.876 0.8 0.3 0.0
H -0.991 0.726 2.491 0.1 0.2 0.3
H -2.296 2.549 1.845 0.0 -0.2 0.6
O -0.067 0.216 -3.312 0.4 -1.4 -1.7
H -3.016 -2.723 -1.711 1.0 0.2 -0.1
H 0.644 0.863 -2.952 -2.0 -1.8 -0.8
H -0.123 -1.571 -3.511 -1.0 0.3 -0.5
O -2.410 2.013 -1.537 -0.3 0.2 0.4
O -2.631 1.638 1.815 -0.3 0.0 -0.9
H 1.344 2.248 -1.936 -0.2 0.5 -0.2
O 2.053 0.650 2.856 -0.3 -0.3 0.5
O -0.596 0.791 3.377 0.0 -0.4 -0.1
H -1.222 1.345 3.844 0.3 0.2 0.3
H 3.966 -1.041 1.889 -0.4 -0.8 0.3
H -3.372 2.080 -1.481 0.0 -0.3 -0.1
O -0.081 -2.548 -3.632 1.6 1.0 0.5
H 0.539 -3.228 -0.931 -0.2 0.1 -0.3
H 3.784 -0.603 0.326 -0.7 -0.9 0.0
H -2.145 2.762 -0.986 0.3 0.1 -0.1
H -2.828 1.255 2.673 -0.3 0.4 0.0
O 2.385 -1.680 -1.974 0.4 0.2 0.3
O -0.577 3.306 1.017 -1.7 0.7 0.0
H 1.518 1.456 1.363 0.3 0.3 -0.1
H -2.777 -1.977 1.984 0.2 -0.1 0.1
H 2.244 2.754 1.566 -0.1 -0.4 -0.5
H 0.876 -2.519 -3.379 -0.5 -1.1 -0.4
H -0.588 -0.209 0.919 -0.5 -0.4 -0.1
C 3.363 -1.370 1.033 0.3 1.8 -0.5
H -0.817 0.795 -3.502 0.2 -0.2 0.2
H 2.281 -1.181 1.150 0.7 -0.2 0.0
H 0.317 3.645 1.042 0.2 -0.4 -0.2
H 3.204 -1.482 -1.482 -0.7 -0.1 -0.4
H 1.713 -1.077 -1.620 0.0 -0.1 0.0
O -0.472 0.318 0.128 0.6 0.8 -0.4
H -1.323 0.712 -0.118 -0.3 -0.5 0.1
O -2.365 -1.223 1.550 -0.2 -0.1 0.3
H 3.541 -2.388 0.722 0.3 -0.1 0.0
H -0.549 -2.798 -1.975 0.5 -0.2 -0.1
O -0.349 -2.864 -1.019 0.0 -0.1 0.9
O 0.455 1.861 -2.018 2.2 3.3 2.9
H -0.536 2.459 0.562 0.6 -0.1 0.3
H 2.600 -0.135 2.767 -0.2 0.0 0.2
H 0.338 1.629 -1.075 -0.3 -0.6 -0.4
```
Positions in Å, forces in eV/Å.

## Properties
calculated total energy: -1110.59341 Ha
Kohn-Sham gap: 10.12 eV
charge: 0
E_LUMO: 0.0020 Ha
HOMO energy: -10.06 eV
2S+1: 1

Atomic partial charges in e from the Mulliken method, atoms 1 to 4: H 0.341; H 0.323; O -0.637; H 0.291

=====

No. 3
Density functional theory data (ωB97M-V with the def2-TZVPD basis set) for 17 unconnected molecules or ions with the total composition CH37N3O16 in a non-equilibrium geometry.

The geometry in XYZ format:
```
57
Properties=species:S:1:pos:R:3:forces:R:3
H 0.693 -2.657 2.721 -0.4 -0.6 0.3
H -2.099 -1.690 3.097 0.5 0.1 0.2
H 2.122 2.736 1.727 0.6 0.4 0.1
H 0.571 -4.438 0.179 -0.4 0.1 -0.5
H 2.448 4.192 1.423 0.2 0.1 0.1
H -1.147 -1.979 -3.271 0.1 0.0 0.4
H -1.519 -4.207 1.151 -0.2 0.1 -0.1
H -0.107 2.145 1.572 -0.6 -0.2 -0.1
H 0.117 2.022 -2.424 1.0 -0.3 0.4
H -1.540 -2.832 0.451 -0.2 -0.5 0.2
O -3.337 1.111 2.939 0.2 0.2 0.0
H 3.677 -1.825 -0.913 -0.3 0.3 0.1
O -1.763 -1.693 -2.580 -0.3 -0.2 0.2
H 1.323 1.452 -0.551 -0.4 -0.4 0.0
O 1.036 -4.542 -0.657 0.8 -0.1 0.2
H -1.552 5.368 0.798 -0.2 -0.1 0.5
H -4.386 -2.609 -0.066 0.0 0.0 -0.4
H -1.156 1.458 -2.374 -0.5 -0.8 0.7
O 2.399 3.565 2.155 -0.5 -0.4 -0.2
H -2.337 -1.371 1.702 0.1 0.3 -0.3
H 1.708 -2.717 -1.964 0.5 0.0 -0.6
H 0.480 -4.259 -1.393 -0.1 -0.1 0.2
H 1.142 3.902 -2.836 0.2 0.2 -0.1
N 2.414 -0.385 1.808 1.3 1.0 0.4
O 3.212 -1.413 -1.652 0.7 -0.2 -0.1
O -0.298 1.279 -1.947 -0.4 1.0 -0.9
N 1.916 1.213 0.253 0.4 1.4 -0.2
H 0.299 3.368 2.269 -0.5 0.4 0.3
O -3.427 -2.622 -0.005 0.5 0.2 0.6
H -4.154 2.609 -1.405 0.0 0.3 0.5
O -1.685 -1.165 2.394 -0.6 -0.3 0.2
H -3.429 3.988 -1.030 -0.2 -0.4 0.1
H 3.302 0.081 1.974 -0.1 0.1 -0.1
H 3.322 -0.080 -3.656 0.0 0.1 0.1
H 0.679 -1.728 0.892 0.0 -0.2 -0.2
H 2.507 -0.830 -1.370 0.0 -0.2 0.3
H -0.246 -0.407 0.454 -0.2 -0.2 -0.7
O 1.192 -2.894 -2.755 -1.3 -0.3 -0.2
O -3.731 3.402 -1.740 0.4 0.1 -0.6
O -0.517 2.919 1.974 1.1 -0.3 0.2
H -1.319 -0.992 -2.095 0.3 0.0 -0.3
H 1.645 -2.617 -3.553 0.4 0.2 0.3
H 1.778 3.598 -1.489 0.1 0.3 -0.1
H -2.329 4.027 1.189 0.5 0.3 0.4
O 1.436 -2.964 3.262 0.1 0.9 -0.3
H 1.157 -2.789 4.171 0.1 -0.1 0.0
O 1.855 3.392 -2.429 -0.5 -0.3 0.3
O 2.430 0.268 -3.762 -0.2 -0.1 -0.3
O -2.075 4.628 0.488 -0.5 0.0 -1.2
O -0.979 -3.435 0.955 0.6 0.1 0.2
N 0.680 -0.825 0.430 -0.5 1.3 0.4
H -2.731 0.442 3.279 -0.1 -0.1 -0.1
H -2.737 1.849 2.774 -0.1 0.1 0.0
H 2.223 0.738 -2.954 0.1 0.3 0.0
H 2.230 -1.182 2.427 -0.3 -0.2 -0.3
C 1.628 0.065 0.844 -0.4 -3.4 0.6
H -3.023 -2.671 -0.879 -0.5 0.1 -0.6
```
Positions in Å, forces in eV/Å.

## Properties
⟨S²⟩: 0.762
calculated total energy: -1428.07367 Ha
Kohn-Sham gap (spin up / spin down): 9.82 / 4.81 eV
charge: +1
E_LUMO (spin up / spin down): -0.1304 / -0.3147 Ha
HOMO energy (spin up / spin down): -13.37 / -13.37 eV
2S+1: 2

Atomic partial charges in e from the Mulliken method, atoms 1 to 4: H 0.379; H 0.330; H 0.218; H 0.328

=====

No. 4
Density functional theory data (ωB97M-V with the def2-TZVPD basis set) for a gas-phase ion, CH3Br2ClP (charge +1) in a non-equilibrium geometry.

The geometry in XYZ format:
```
8
Properties=species:S:1:pos:R:3:forces:R:3
Br 1.632 -1.603 -1.103 -0.3 -0.1 0.2
Cl -0.254 0.933 -2.169 0.4 -0.8 1.5
P -0.083 -0.437 -0.628 -0.9 1.5 -0.6
C 0.139 0.425 0.982 -1.1 4.1 -3.1
Br -1.991 -1.386 -0.752 0.3 -0.4 0.2
H 1.047 1.046 0.661 -0.9 -0.7 1.1
H 0.267 -0.184 1.802 0.6 -1.6 1.6
H -0.756 1.206 1.207 2.0 -2.0 -0.9
```
Positions in Å, forces in eV/Å.

## Properties
calculated total energy: -5989.24688 Ha
Kohn-Sham gap: 10.55 eV
charge: +1
E_LUMO: -0.1996 Ha
HOMO energy: -15.98 eV
2S+1: 1

Atomic partial charges in e from the Mulliken method, atoms 1 to 4: Br 0.049; Cl -0.087; P 0.788; C -0.825

=====

No. 5
Density functional theory data (ωB97M-V with the def2-TZVPD basis set) for a molecular structure, CH3Br2O2P in a non-equilibrium geometry.

The geometry in XYZ format:
```
9
Properties=species:S:1:pos:R:3:forces:R:3
Br 2.410 0.964 0.599 0.0 0.0 0.0
O -1.466 -0.505 0.538 -0.4 -0.1 -1.3
H -2.301 1.350 0.559 -1.9 2.1 -2.5
H -1.466 0.782 1.986 0.1 0.4 0.3
Br 1.077 -2.369 -0.680 1.4 -1.5 -0.5
O 1.121 0.615 -2.166 -0.4 0.3 -0.2
P 2.348 0.165 -1.532 0.5 0.0 0.1
C -1.776 0.577 0.951 2.3 -2.4 3.5
H 0.052 -1.578 -0.256 -1.5 1.1 0.6
```
Positions in Å, forces in eV/Å.

## Properties
calculated total energy: -5679.75652 Ha
Kohn-Sham gap: 9.40 eV
charge: 0
E_LUMO: -0.0221 Ha
HOMO energy: -10.00 eV
2S+1: 1

Atomic partial charges in e from the Mulliken method, atoms 1 to 4: Br -0.204; O -0.392; H 0.299; H 0.196

=====

No. 6
Density functional theory data (ωB97M-V with the def2-TZVPD basis set) for 2 unconnected molecules or ions with the total composition CH3Br2PS in a non-equilibrium geometry.

The geometry in XYZ format:
```
8
Properties=species:S:1:pos:R:3:forces:R:3
S 0.707 0.560 -0.062 0.7 -0.5 0.2
C 2.009 -0.620 0.340 2.3 0.2 0.0
Br -3.761 2.580 -0.882 0.3 -0.3 0.3
H 2.929 -0.485 -0.353 -1.4 0.5 0.9
P -2.823 0.990 0.378 -0.3 -0.1 -0.7
H 2.459 -0.562 1.395 -1.1 -0.1 -1.5
Br -3.313 -0.822 -0.839 0.2 0.4 0.3
H 1.794 -1.641 0.023 -0.6 -0.1 0.5
```
Positions in Å, forces in eV/Å.

## Properties
calculated total energy: -5927.41919 Ha
Kohn-Sham gap (spin up / spin down): 7.83 / 6.47 eV
charge: 0
E_LUMO (spin up / spin down): -0.0594 / -0.0747 Ha
HOMO energy (spin up / spin down): -9.44 / -8.51 eV
2S+1: 1

Atomic partial charges in e from the Mulliken method, atoms 1 to 4: S -0.065; C -0.746; Br -0.118; H 0.253

=====

No. 7
Density functional theory data (ωB97M-V with the def2-TZVPD basis set) for a single CH3Br3OSi molecule in a non-equilibrium geometry.

The geometry in XYZ format:
```
9
Properties=species:S:1:pos:R:3:forces:R:3
H 0.504 2.367 0.608 -0.6 -1.4 0.0
O 0.850 0.403 0.084 -0.5 -4.7 -4.0
Si -0.120 -1.241 -0.811 2.5 3.3 2.6
Br -2.012 -1.108 0.334 0.3 -0.5 -0.8
Br 1.323 -2.744 -0.146 -0.3 -0.1 0.1
H -0.913 1.310 0.365 -1.1 0.2 0.5
C 0.081 1.298 0.744 1.5 2.3 1.5
H 0.271 1.053 1.814 -1.3 0.5 -0.2
Br 0.016 -1.340 -2.991 -0.5 0.3 0.2
```
Positions in Å, forces in eV/Å.

## Properties
SMILES string: CO[Si](Br)(Br)Br
calculated total energy: -8126.77040 Ha
Kohn-Sham gap: 8.87 eV
charge: 0
E_LUMO: -0.0227 Ha
HOMO energy: -9.49 eV
2S+1: 1

Atomic partial charges in e from the Mulliken method, atoms 1 to 4: H 0.200; O -0.438; Si 0.743; Br -0.167

=====

No. 8
Density functional theory data (ωB97M-V with the def2-TZVPD basis set) for a single CH3Br3OSi molecule in a non-equilibrium geometry.

The geometry in XYZ format:
```
9
Properties=species:S:1:pos:R:3:forces:R:3
Br 2.376 1.774 -0.755 1.8 1.2 -1.9
Br 0.567 0.239 2.511 -0.2 -0.7 1.0
H -1.011 -1.662 -1.449 0.9 0.6 0.3
Si 0.529 1.174 0.428 -0.2 -1.2 2.9
H -1.350 -1.456 0.293 0.7 0.2 -0.8
O -0.188 0.121 -0.484 -1.6 -3.0 -2.1
Br -0.676 2.994 0.052 -0.7 1.8 -0.8
H 0.310 -1.862 -0.096 -0.3 -0.2 -0.8
C -0.558 -1.322 -0.499 -0.5 1.2 2.1
```
Positions in Å, forces in eV/Å.

## Properties
⟨S²⟩: 2.010
calculated total energy: -8126.64647 Ha
Kohn-Sham gap (spin up / spin down): 5.93 / 4.96 eV
charge: 0
E_LUMO (spin up / spin down): 0.0199 / -0.1922 Ha
HOMO energy (spin up / spin down): -5.39 / -10.19 eV
2S+1: 3

Atomic partial charges in e from the Mulliken method, atoms 1 to 4: Br 0.012; Br -0.322; H 0.242; Si 0.131

=====

no.,M (u)
1,331.24
2,268.25
3,347.31
4,241.27
5,237.81
6,237.88
7,298.83
8,298.83